Record 1
Below is C10H14N2O2S2 in the gas phase in a non-equilibrium geometry, with properties calculated with ωB97M-V with the def2-TZVPD basis set.

```
30
Properties=species:S:1:pos:R:3:forces:R:3
O -1.4431 -1.8698 0.5867 0.116 0.202 -0.201
S -1.9194 -0.6577 1.1772 -0.021 0.349 -0.030
O -2.7441 -0.7205 2.3423 0.073 0.273 0.114
N -0.6636 0.3758 1.5827 -1.191 -0.453 0.306
C 0.5996 0.3692 1.0027 0.794 0.032 -0.521
N 1.5678 0.6608 1.7566 -0.827 -0.060 0.325
C 2.9393 0.7505 1.3409 0.359 0.107 -0.197
C 3.4133 -0.1140 0.1547 -0.086 -0.113 0.185
C 2.6253 -1.4204 0.0478 0.096 0.043 -0.190
C 1.3382 -1.2534 -0.7655 0.035 -0.051 0.108
C 0.6294 0.0747 -0.4730 0.211 -0.173 -0.087
C -2.7801 0.2599 -0.0665 0.138 -0.049 0.461
C -3.1215 -0.1455 -1.3204 0.205 -0.196 0.250
C -3.8515 0.8405 -2.0180 -0.065 0.133 0.034
C -4.0488 1.9609 -1.2724 0.184 -0.081 0.396
S -3.3530 1.8361 0.2958 -0.143 -0.017 -0.459
H -0.6488 0.5901 2.5700 -0.088 -0.061 0.188
H 3.1578 1.8074 1.1454 0.101 -0.058 0.085
H 3.5089 0.4691 2.2333 0.090 0.090 -0.180
H 4.4708 -0.3340 0.3134 0.004 0.074 -0.048
H 3.3389 0.4359 -0.7845 0.058 0.025 -0.056
H 2.3813 -1.7667 1.0538 0.027 -0.099 -0.003
H 3.2404 -2.1891 -0.4239 -0.026 -0.040 0.073
H 1.5678 -1.2936 -1.8330 -0.026 -0.010 0.003
H 0.6535 -2.0698 -0.5330 0.055 0.005 -0.125
H 1.1566 0.8979 -0.9624 -0.105 -0.007 0.017
H -0.3868 0.0415 -0.8631 0.155 0.133 -0.142
H -2.8514 -1.1094 -1.7107 0.064 -0.202 -0.074
H -4.2108 0.7172 -3.0232 -0.073 0.013 -0.170
H -4.5661 2.8566 -1.5535 -0.114 0.193 -0.061
```
Positions in Å, forces in eV/Å.

As for the energy above the lowest of the compared OMol25 structures with the same formula, charge and spin: 2.0 kcal/mol. The HOMO energy is -9.271 eV. The calculation puts the LUMO energy at 0.3925 eV. The SMILES is O=S(=O)(NC1=NCCCCC1)c1cccs1. The molar mass comes out at 258.37 g mol⁻¹. The calculation puts the frontier orbital gap at 9.66 eV.

---

Record 2
Below is a 9-piece molecular cluster, C45H52BFN13O overall in a non-equilibrium geometry, with properties calculated with ωB97M-V with the def2-TZVPD basis set.

```
113
Properties=species:S:1:pos:R:3:forces:R:3
C -1.0673 0.2585 -2.1558 -0.414 -0.036 -0.038
C -0.4723 1.0921 -1.0425 0.503 -0.273 -0.608
F 0.2821 0.2190 -0.2423 -0.092 0.146 0.160
C 0.5480 2.1283 -1.5763 -0.598 -0.643 0.052
N 1.6310 2.3396 -0.6481 0.184 0.429 -0.366
C 1.6819 3.1146 0.4215 -0.124 -0.428 -0.444
N 2.7890 3.1506 1.1974 -0.430 0.319 0.133
C 2.5010 4.0194 2.1330 0.295 -0.254 -0.049
N 1.2824 4.5162 1.9910 0.053 0.153 0.299
N 0.7099 3.9299 0.8765 0.270 0.537 1.073
B -0.7074 4.3344 0.4713 -1.003 0.462 -0.819
N -1.8583 3.7359 1.0283 1.531 -0.449 0.355
O -0.7980 5.3760 -0.4173 0.556 -0.821 -0.291
H -0.4844 0.2932 -3.0721 0.059 0.056 -0.080
H -2.1088 0.4975 -2.3621 -0.037 0.134 -0.072
H -1.0579 -0.7770 -1.8247 -0.063 -0.085 0.059
H -1.2278 1.5423 -0.4029 0.003 -0.082 0.188
H 0.9668 1.6752 -2.4701 0.322 0.057 -0.012
H 0.0651 3.0501 -1.9019 0.000 0.170 0.183
H 2.4644 1.7990 -0.8154 0.069 -0.066 0.112
H 3.1630 4.2920 2.9368 -0.006 0.133 0.111
H 0.8281 5.2066 2.5661 -0.229 0.033 -0.131
H -2.4120 3.1890 0.3835 -0.771 0.462 0.219
H -1.7085 3.2425 1.9033 -0.401 -0.475 -0.180
H -1.0248 5.1209 -1.3174 -0.208 0.466 -0.104
N -3.8186 2.8872 3.4962 0.059 0.159 0.013
C -4.2569 4.1420 3.3676 0.060 -0.056 -0.086
C -5.1500 4.7397 4.2414 -0.001 -0.036 0.027
C -5.6192 3.9955 5.3118 -0.031 0.021 0.041
C -5.1755 2.6924 5.4635 -0.005 0.031 -0.028
C -4.2787 2.1888 4.5345 0.079 -0.126 -0.072
H -3.8658 4.6870 2.5155 -0.047 0.056 0.011
H -5.4682 5.7611 4.0865 0.002 0.000 -0.023
H -6.3188 4.4248 6.0169 -0.002 -0.001 -0.001
H -5.5163 2.0769 6.2840 0.013 -0.021 -0.005
H -3.9066 1.1739 4.6190 -0.027 -0.007 0.046
N -4.5675 -0.1768 -1.7896 0.007 0.033 0.110
C -5.3929 -1.1688 -2.1191 0.040 0.009 -0.103
C -6.2900 -1.7480 -1.2340 0.052 0.058 0.022
C -6.3327 -1.2758 0.0678 -0.116 -0.067 0.048
C -5.4794 -0.2451 0.4288 0.023 0.019 -0.003
C -4.6243 0.2641 -0.5339 0.043 0.002 -0.084
H -5.3268 -1.5113 -3.1459 -0.037 -0.029 0.007
H -6.9384 -2.5500 -1.5587 0.008 -0.007 -0.016
H -7.0185 -1.7029 0.7897 0.020 -0.012 0.047
H -5.4778 0.1552 1.4337 0.006 0.020 -0.003
H -3.9423 1.0750 -0.2910 -0.019 0.004 0.068
N 7.9860 2.6710 1.8362 -0.037 -0.053 -0.015
C 8.4577 1.6155 1.1745 0.027 0.073 0.043
C 7.6811 0.8064 0.3557 0.030 0.095 -0.053
C 6.3377 1.1111 0.2255 -0.044 0.003 0.000
C 5.8242 2.2044 0.9086 -0.052 -0.059 -0.104
C 6.6926 2.9477 1.6935 0.020 0.039 0.053
H 9.5140 1.4123 1.3106 0.001 -0.036 -0.038
H 8.1143 -0.0393 -0.1577 0.025 -0.048 0.086
H 5.6965 0.5020 -0.4020 0.013 -0.010 -0.004
H 4.7754 2.4723 0.8339 0.409 -0.079 0.045
H 6.3394 3.8159 2.2439 -0.028 -0.005 -0.026
N 8.1069 -2.4806 0.2138 -0.048 -0.152 -0.075
C 7.7838 -3.3039 -0.7828 0.010 0.078 -0.013
C 7.4761 -4.6435 -0.6062 -0.012 0.007 0.010
C 7.5084 -5.1599 0.6793 -0.014 -0.046 0.020
C 7.8439 -4.3194 1.7275 -0.010 -0.010 -0.038
C 8.1321 -2.9933 1.4422 0.027 0.129 0.027
H 7.7751 -2.8598 -1.7736 0.009 -0.050 -0.023
H 7.2196 -5.2645 -1.4535 0.010 0.008 -0.014
H 7.2764 -6.2014 0.8607 0.004 -0.002 -0.001
H 7.8822 -4.6814 2.7454 0.006 0.018 0.011
H 8.3965 -2.3005 2.2338 -0.004 -0.035 0.032
N -8.3563 -3.0981 2.4896 -0.026 -0.084 -0.060
C -9.4847 -3.3305 1.8196 0.037 0.106 -0.014
C -10.1728 -4.5328 1.8633 0.015 -0.007 0.012
C -9.6599 -5.5554 2.6441 -0.023 -0.050 0.004
C -8.4872 -5.3333 3.3468 -0.025 0.014 -0.010
C -7.8791 -4.0926 3.2368 0.072 0.093 0.016
H -9.8515 -2.5051 1.2185 -0.047 -0.027 -0.011
H -11.0862 -4.6624 1.2997 -0.002 0.019 -0.009
H -10.1663 -6.5099 2.7045 -0.001 0.000 0.000
H -8.0522 -6.1036 3.9681 0.015 0.011 0.010
H -6.9619 -3.8768 3.7737 0.005 -0.052 0.015
N 2.4745 -0.4249 -3.2205 0.169 0.157 0.119
C 2.9329 -0.3851 -4.4723 -0.193 0.078 0.048
C 4.1502 -0.9199 -4.8626 0.012 -0.010 0.034
C 4.9434 -1.5229 -3.9000 0.029 -0.013 -0.004
C 4.4878 -1.5699 -2.5917 0.013 -0.013 -0.021
C 3.2520 -1.0114 -2.3078 -0.146 0.042 0.079
H 2.2775 0.1018 -5.1852 0.056 -0.073 -0.103
H 4.4676 -0.8622 -5.8942 -0.018 0.008 -0.009
H 5.9019 -1.9500 -4.1653 0.001 0.002 -0.004
H 5.0740 -2.0325 -1.8085 -0.014 0.001 0.017
H 2.8523 -1.0368 -1.2976 0.034 -0.044 0.011
N -0.6812 -0.4419 -5.9803 -0.027 0.166 -0.140
C -0.3564 0.7212 -6.5464 0.003 -0.103 0.118
C -0.8760 1.1661 -7.7516 0.042 0.050 0.020
C -1.7843 0.3586 -8.4153 -0.037 0.023 -0.062
C -2.1349 -0.8527 -7.8458 0.013 0.017 0.009
C -1.5591 -1.2016 -6.6340 0.039 -0.133 0.176
H 0.3604 1.3235 -5.9960 -0.010 0.069 -0.059
H -0.5755 2.1218 -8.1586 0.019 0.001 0.007
H -2.2118 0.6694 -9.3597 0.004 0.002 -0.001
H -2.8397 -1.5153 -8.3282 0.001 -0.019 0.017
H -1.8100 -2.1412 -6.1544 -0.027 -0.016 -0.041
N 2.4469 -1.4999 4.9849 -0.039 0.015 -0.060
C 2.7781 -0.3480 4.4085 0.061 0.018 0.074
C 2.2422 0.0917 3.2067 -0.051 -0.056 0.038
C 1.3123 -0.7114 2.5642 -0.011 0.011 -0.006
C 0.9601 -1.9164 3.1505 0.024 0.032 0.032
C 1.5527 -2.2606 4.3569 0.023 -0.047 0.070
H 3.5127 0.2476 4.9405 0.001 0.029 -0.038
H 2.5520 1.0377 2.7840 0.070 -0.006 -0.022
H 0.8720 -0.4071 1.6252 0.031 -0.038 0.086
H 0.2412 -2.5762 2.6846 0.000 -0.015 0.010
H 1.3025 -3.1928 4.8510 -0.027 -0.014 -0.038
```
Positions in Å, forces in eV/Å.

The HOMO energy is -11.015 eV. The calculation puts the LUMO energy at -2.6085 eV. The molar mass comes out at 820.81 g mol⁻¹. The calculation puts the frontier orbital gap at 8.41 eV. Its net charge is +1.

---

Record 3
Below is a 2-piece molecular cluster, CH4INS overall in a non-equilibrium geometry, with properties calculated with ωB97M-V with the def2-TZVPD basis set.

```
8
Properties=species:S:1:pos:R:3:forces:R:3
C -0.4358 -0.9981 0.0178 0.292 -0.883 0.565
N 0.5166 -0.1215 0.5994 0.573 1.321 1.087
S -0.4115 2.3378 0.4315 0.365 -0.202 -0.901
I 2.5499 -0.2091 0.2108 -1.103 -0.304 -0.224
H -0.3275 -1.1298 -1.0164 0.392 -0.387 -1.752
H -0.3610 -2.0154 0.4896 -0.128 0.807 -0.191
H -1.4175 -0.5583 0.1400 -0.235 0.002 0.523
H -0.1133 2.6945 -0.8726 -0.155 -0.355 0.893
```
Positions in Å, forces in eV/Å.

As for the energy above the lowest of the compared OMol25 structures with the same formula, charge and spin: 78.1 kcal/mol. The HOMO energy (alpha / beta) is -9.154 / -9.052 eV. The calculation puts the LUMO energy (alpha / beta) at -1.7457 / -1.1653 eV. The molar mass comes out at 189.02 g mol⁻¹. The calculation puts the frontier orbital gap (alpha / beta) at 7.41 / 7.89 eV.

---

Record 4
Below is a 2-piece molecular cluster, CH5N7 overall in a non-equilibrium geometry, with properties calculated with ωB97M-V with the def2-TZVPD basis set.

```
13
Properties=species:S:1:pos:R:3:forces:R:3
C -0.0906 0.2704 -0.4920 0.935 -0.936 -4.730
H -0.0625 3.2966 -0.7138 0.509 3.741 -3.014
H 0.0785 2.5110 0.5620 -0.178 -1.998 -1.505
H 0.8155 -1.9662 1.5460 -0.142 2.257 -1.883
H -1.9386 -1.4362 1.1053 1.609 4.200 2.317
H -1.6576 0.6822 1.9685 0.613 -4.707 -1.205
N -0.1683 2.4048 -0.4655 -0.645 -1.102 2.828
N 0.0256 1.3288 -1.3222 -0.970 -0.872 6.624
N 0.3282 -0.8891 -1.3066 -0.959 -0.901 1.472
N 0.7461 -1.7780 -0.5540 0.562 1.419 0.481
N 0.9180 -1.1739 0.7795 -1.986 -2.006 1.699
N -0.1404 -0.1280 0.8961 2.519 0.502 -0.529
N -1.2365 -0.4374 1.7560 -1.866 0.405 -2.556
```
Positions in Å, forces in eV/Å.

As for the energy above the lowest of the compared OMol25 structures with the same formula, charge and spin: 106.5 kcal/mol. The HOMO energy is -8.418 eV. The calculation puts the LUMO energy at -0.1372 eV. The molar mass comes out at 115.10 g mol⁻¹. The calculation puts the frontier orbital gap at 8.28 eV.

---

Record 5
Below is a 3-piece molecular cluster, C17H39NO7P2 overall, with properties calculated with ωB97M-V with the def2-TZVPD basis set.

```
66
Properties=species:S:1:pos:R:3:forces:R:3
C -1.7214 1.6311 1.9915 -0.029 0.076 -0.019
C -3.0956 0.9867 2.2287 -0.015 0.027 -0.004
C -3.7564 0.3035 1.0103 0.040 -0.044 -0.006
C -2.8045 -0.2894 -0.0281 -0.006 -0.098 0.018
C -1.8646 -1.3551 0.5523 -0.065 -0.006 -0.018
C -0.4949 -1.4013 -0.1110 0.015 -0.044 -0.043
C 0.5153 -2.2577 0.6466 -0.014 0.072 -0.050
C 1.9022 -2.2864 -0.0218 0.022 0.007 0.049
C 3.0160 -1.6855 0.8480 -0.182 0.013 0.098
P 2.9532 0.1765 0.7885 0.000 -0.177 0.055
P 3.9594 0.3712 -1.1880 0.095 0.180 0.009
N 3.3847 1.9280 -1.6436 -0.077 -0.005 -0.219
O 5.4859 0.9143 -0.8154 0.013 -0.204 0.098
H -1.5722 1.9124 0.9489 -0.030 0.071 0.009
H -0.8919 0.9787 2.2673 -0.025 -0.084 -0.082
H -1.6143 2.5408 2.5830 0.008 -0.016 0.034
H -3.0217 0.2704 3.0501 0.065 0.002 -0.001
H -3.7811 1.7586 2.5820 -0.066 -0.059 0.030
H -4.4002 -0.5051 1.3698 -0.065 0.064 0.054
H -4.4230 1.0175 0.5199 0.055 0.014 -0.066
H -2.2204 0.5028 -0.5027 0.039 0.014 0.067
H -3.4042 -0.7288 -0.8300 0.029 0.017 -0.036
H -2.3404 -2.3375 0.4681 0.017 -0.011 0.090
H -1.7271 -1.1775 1.6228 0.027 0.036 0.003
H -0.1008 -0.3821 -0.1930 0.018 0.001 0.014
H -0.5859 -1.7842 -1.1341 -0.027 0.064 -0.013
H 0.6065 -1.8662 1.6654 -0.012 -0.009 -0.006
H 0.1221 -3.2730 0.7441 0.007 -0.009 0.021
H 1.8417 -1.7367 -0.9671 0.081 -0.051 -0.040
H 2.1809 -3.3064 -0.2919 -0.040 -0.025 0.023
H 2.8457 -1.9621 1.8916 0.081 -0.088 -0.010
H 3.9946 -2.0783 0.5698 0.026 0.058 -0.073
H 4.1022 0.4165 1.5816 0.014 0.118 -0.074
H 4.1306 2.5275 -1.9770 0.035 -0.027 0.099
H 2.6751 1.8682 -2.3640 -0.021 0.045 0.052
H 6.1333 0.2088 -0.9311 -0.051 0.075 -0.019
C -9.5944 2.4820 2.9529 0.023 0.009 -0.017
C -8.5354 1.4164 2.7852 0.028 -0.050 -0.020
O -7.2263 1.9031 3.1464 -0.011 0.044 0.039
C -6.9789 1.9559 4.4539 0.003 -0.069 0.006
O -7.7217 1.6049 5.3353 0.015 0.036 -0.030
O -5.7540 2.4525 4.6252 0.002 0.026 -0.027
C -5.3462 2.5814 5.9918 -0.011 -0.023 -0.028
H -9.3385 3.3692 2.3733 -0.008 0.000 0.002
H -10.5515 2.1014 2.5939 -0.006 0.008 0.007
H -9.7042 2.7569 4.0004 -0.003 -0.002 0.002
H -8.4252 1.1257 1.7425 -0.006 -0.001 0.006
H -8.7587 0.5321 3.3810 -0.004 0.017 0.013
H -5.4579 1.6339 6.5148 0.015 0.001 0.000
H -5.9425 3.3414 6.4943 -0.002 -0.005 0.001
H -4.3033 2.8796 5.9529 -0.003 0.005 0.022
C 6.2331 0.4590 -4.2929 -0.088 0.137 0.144
C 5.5473 -0.7666 -4.8492 -0.076 -0.047 0.023
O 6.2905 -1.3472 -5.9412 0.038 -0.031 0.018
C 7.3439 -2.0774 -5.5825 0.091 0.129 0.028
O 7.6997 -2.3091 -4.4539 -0.046 -0.039 -0.039
O 7.9571 -2.5010 -6.6876 -0.046 -0.034 0.013
C 9.1256 -3.2947 -6.4502 -0.031 0.017 0.001
H 6.3946 1.2059 -5.0709 -0.028 -0.016 -0.014
H 5.6036 0.9033 -3.5109 0.158 -0.083 -0.198
H 7.1947 0.2002 -3.8513 -0.013 -0.011 0.009
H 4.5829 -0.5187 -5.2876 0.013 0.003 -0.011
H 5.3988 -1.5235 -4.0801 0.014 0.011 0.007
H 8.8878 -4.1427 -5.8114 0.004 -0.011 -0.015
H 9.9005 -2.6953 -5.9751 -0.003 -0.001 0.000
H 9.4493 -3.6287 -7.4306 0.017 -0.008 0.012
```
Positions in Å, forces in eV/Å.

The HOMO energy is -7.976 eV. The calculation puts the LUMO energy at 0.6843 eV. The SMILES is CCCCCCCCC[PH]#P(N)O.CCOC(=O)OC.CCOC(=O)OC. The molar mass comes out at 431.45 g mol⁻¹. The calculation puts the frontier orbital gap at 8.66 eV.

---

Record 6
Below is C4H6N2O in the gas phase in a non-equilibrium geometry, with properties calculated with ωB97M-V with the def2-TZVPD basis set.

```
13
Properties=species:S:1:pos:R:3:forces:R:3
H -1.3532 -1.8937 -1.1078 -0.353 0.253 -0.919
N -1.5572 -1.4277 -0.2596 0.169 1.049 -0.346
C -0.8757 -0.9998 0.6996 0.041 -0.968 -1.171
C -0.8499 -2.1567 1.5689 1.134 -1.294 2.134
N -0.7122 -3.2617 1.9209 -0.292 1.860 -0.090
O -0.0804 0.0859 0.8000 -0.635 -1.098 -0.024
C 0.2400 0.6364 -0.5131 -0.004 0.087 -0.038
C 1.1169 1.8424 -0.2850 -0.014 0.013 0.078
H 0.7590 -0.1392 -1.0940 -0.134 0.136 0.202
H -0.6893 0.8827 -1.0386 0.139 -0.033 0.180
H 2.0271 1.5590 0.2502 -0.105 0.072 -0.075
H 1.3967 2.2847 -1.2459 -0.052 -0.062 0.136
H 0.5782 2.5877 0.3044 0.108 -0.015 -0.069
```
Positions in Å, forces in eV/Å.

As for the energy above the lowest of the compared OMol25 structures with the same formula, charge and spin: 81.3 kcal/mol. The HOMO energy is -9.345 eV. The calculation puts the LUMO energy at 0.0126 eV. The SMILES is [H]/N=C(/C#N)OCC. The molar mass comes out at 98.10 g mol⁻¹. The calculation puts the frontier orbital gap at 9.36 eV.

---

Question: Among the records above, which one has the highest molar mass?
Answer: C45H52BFN13O

---

Please write out number 3 again, unchanged.
Below is a 2-piece molecular cluster, CH4INS overall in a non-equilibrium geometry, with properties calculated with ωB97M-V with the def2-TZVPD basis set.

```
8
Properties=species:S:1:pos:R:3:forces:R:3
C -0.4358 -0.9981 0.0178 0.292 -0.883 0.565
N 0.5166 -0.1215 0.5994 0.573 1.321 1.087
S -0.4115 2.3378 0.4315 0.365 -0.202 -0.901
I 2.5499 -0.2091 0.2108 -1.103 -0.304 -0.224
H -0.3275 -1.1298 -1.0164 0.392 -0.387 -1.752
H -0.3610 -2.0154 0.4896 -0.128 0.807 -0.191
H -1.4175 -0.5583 0.1400 -0.235 0.002 0.523
H -0.1133 2.6945 -0.8726 -0.155 -0.355 0.893
```
Positions in Å, forces in eV/Å.

As for the energy above the lowest of the compared OMol25 structures with the same formula, charge and spin: 78.1 kcal/mol. The HOMO energy (alpha / beta) is -9.154 / -9.052 eV. The calculation puts the LUMO energy (alpha / beta) at -1.7457 / -1.1653 eV. The molar mass comes out at 189.02 g mol⁻¹. The calculation puts the frontier orbital gap (alpha / beta) at 7.41 / 7.89 eV.

---

Question: Among the records above, which one has the highest molar mass?
Answer: C45H52BFN13O

---

Question: Among the records above, which one has the lowest molar mass?
Answer: C4H6N2O